Computed, not measured: C6H7ClO in the gas phase at a distorted geometry, with wB97M-V/def2-TZVPD.

## Properties
**Spin multiplicity**: 1
**Net charge**: 0
**HOMO level**: -0.310 Eh
**ΔE to the lowest compared entry with this formula, charge and spin**: 62.4 kcal per mole
**Orbital gap**: 9.24 eV
**Energy**: -768.16474 Ha

```
15
Properties=species:S:1:pos:R:3:forces:R:3:lowdin_charge:R:1
C -0.733 -0.974 -1.405 -1.047 -5.141 -1.565 -0.112
C 0.032 -0.009 -0.769 5.247 6.375 0.638 -0.278
C 0.606 1.119 -1.454 -2.110 -2.350 5.197 0.019
C 0.937 1.418 0.720 0.091 0.349 1.851 -0.740
C 0.400 0.202 0.695 -3.413 -2.194 -3.068 -0.235
C -0.373 -0.661 1.665 2.357 -1.285 1.990 -0.059
H -0.556 -2.032 -0.885 -0.123 1.832 -1.462 0.120
H -1.774 -0.780 -1.066 0.071 -0.159 -1.220 0.096
H -0.471 -1.044 -2.597 -1.263 0.148 3.069 0.151
H 0.905 1.288 -2.439 0.040 0.746 -1.212 0.096
H -1.136 -1.335 1.204 0.243 1.308 0.217 0.068
H -0.712 0.039 2.480 -0.171 -1.249 -0.619 0.086
H 0.329 -1.494 2.142 -1.201 1.869 -0.571 0.114
O 0.968 2.044 -0.428 1.752 -0.127 -2.416 -0.027
Cl 1.579 2.219 2.137 -0.475 -0.122 -0.829 0.701
```
Positions in Å, forces in eV/Å.

=====

Computed, not measured: a gas-phase ion, C18H23FNO (charge +1), with wB97M-V/def2-TZVPD.

## Properties
**Spin multiplicity**: 1
**Net charge**: +1
**HOMO level**: -0.428 Eh
**Orbital gap**: 9.34 eV
**Energy**: -929.33130 Ha

```
44
Properties=species:S:1:pos:R:3:forces:R:3:lowdin_charge:R:1
C -3.185 -0.526 -1.012 -0.345 0.114 -0.630 0.025
N -2.348 -0.750 0.173 0.287 -0.039 -0.037 -0.139
C -2.636 -2.038 0.849 -0.136 -0.767 0.175 -0.128
C -2.500 -3.278 -0.036 0.106 0.200 -0.150 -0.161
H -2.551 -4.133 0.640 -0.084 0.034 0.028 0.128
H -3.354 -3.359 -0.709 -0.067 -0.047 0.058 0.116
C -1.215 -3.383 -0.868 0.136 0.074 0.285 -0.146
H -1.281 -2.771 -1.770 0.041 -0.056 -0.057 0.117
C 0.071 -2.987 -0.144 -0.067 -0.417 -0.247 -0.172
H 0.045 -3.292 0.909 0.073 0.030 -0.044 0.135
H 0.927 -3.470 -0.625 -0.029 0.086 0.069 0.140
O 0.215 -1.572 -0.255 -0.009 0.119 0.050 -0.121
C 1.487 -1.030 -0.155 0.250 0.257 -0.047 -0.265
C 1.704 0.161 -0.841 -0.073 -0.323 0.079 -0.020
C 2.931 0.790 -0.763 0.192 -0.070 0.116 0.009
C 3.933 0.211 -0.002 -0.145 -0.109 0.050 -0.272
C 3.734 -0.977 0.677 0.160 0.266 -0.130 0.016
C 2.501 -1.601 0.600 -0.340 -0.034 -0.084 -0.004
H 2.343 -2.525 1.134 -0.029 -0.097 0.066 0.117
H 4.535 -1.405 1.257 0.102 -0.026 0.055 0.128
F 5.124 0.819 0.077 -0.014 -0.014 -0.010 0.080
H 3.120 1.709 -1.293 0.050 0.110 -0.060 0.127
H 0.910 0.585 -1.436 -0.077 0.027 -0.071 0.122
H -1.121 -4.419 -1.195 0.008 0.012 -0.067 0.126
H -3.653 -1.997 1.247 0.095 0.159 0.020 0.144
H -1.946 -2.118 1.690 -0.025 0.174 -0.034 0.136
H -1.345 -0.810 -0.123 -0.236 0.095 0.106 0.143
C -2.481 0.384 1.137 0.125 0.651 0.326 -0.073
C -1.886 1.657 0.598 -0.022 -0.055 0.030 -0.226
C -0.522 1.889 0.735 -0.135 0.000 0.044 -0.044
C 0.040 3.055 0.246 0.028 0.012 -0.014 -0.062
C -0.756 3.999 -0.381 0.022 -0.012 0.012 -0.056
C -2.118 3.780 -0.511 -0.069 0.011 -0.042 -0.057
C -2.682 2.614 -0.023 0.048 0.006 0.059 -0.048
H -3.749 2.460 -0.106 -0.134 -0.026 -0.010 0.118
H -2.743 4.520 -0.985 -0.059 0.081 -0.046 0.113
H -0.319 4.911 -0.757 0.046 0.100 -0.035 0.113
H 1.098 3.228 0.365 0.124 0.026 0.013 0.111
H 0.101 1.165 1.238 0.083 -0.091 0.077 0.117
H -1.964 0.106 2.057 -0.074 -0.147 -0.110 0.143
H -3.543 0.516 1.357 0.055 -0.165 -0.039 0.144
H -2.997 -1.284 -1.767 0.066 -0.051 0.076 0.101
H -2.961 0.452 -1.435 0.042 -0.079 0.070 0.104
H -4.238 -0.559 -0.731 0.031 -0.021 0.103 0.122
```
Positions in Å, forces in eV/Å.

=====

Computed, not measured: 2 unconnected molecules or ions with the total composition C3H10NO2 at a distorted geometry, with wB97M-V/def2-TZVPD.

## Properties
**Spin multiplicity**: 2
**Expectation value of S²**: 0.757
**Net charge**: +2
**HOMO level (spin up / spin down)**: -0.793 / -0.793 Eh
**ΔE to the lowest compared entry with this formula, charge and spin**: 43.1 kcal per mole
**Orbital gap (spin up / spin down)**: 11.30 / 6.21 eV
**Energy**: -324.71145 Ha

```
16
Properties=species:S:1:pos:R:3:forces:R:3:lowdin_charge:R:1
O -0.480 -0.394 1.128 -0.782 0.392 0.785 0.370
C -1.386 0.239 1.671 -0.799 2.954 2.788 -0.053
O -1.284 1.361 2.415 1.072 -3.227 -2.491 0.271
H -2.430 -0.170 1.606 0.318 -0.423 -0.400 0.251
H -2.147 1.632 2.761 -0.623 0.226 0.266 0.184
C -0.144 0.061 -2.307 2.061 -1.295 -1.275 0.049
N 1.038 -0.039 -1.216 -2.176 -0.927 -0.171 -0.015
C 2.110 -1.219 -1.226 -3.333 -0.496 0.083 0.079
H -0.471 1.058 -2.655 0.765 -0.125 0.951 0.110
H -0.994 -0.514 -2.022 -0.459 -0.491 0.610 0.069
H 0.293 -0.460 -3.216 -0.498 0.640 1.082 0.124
H 1.541 0.805 -1.376 0.792 0.893 0.108 0.141
H 0.654 -0.017 -0.217 0.955 0.232 -2.380 0.113
H 2.476 -1.392 -2.223 0.023 0.019 -0.277 0.104
H 2.770 -0.751 -0.593 2.232 0.354 1.251 0.067
H 1.670 -2.143 -0.727 0.451 1.275 -0.930 0.134
```
Positions in Å, forces in eV/Å.

=====

Computed, not measured: 9 unconnected molecules or ions with the total composition C24H54O15S6 at a distorted geometry, with wB97M-V/def2-TZVPD.

## Properties
**Spin multiplicity**: 1
**Net charge**: 0
**HOMO level**: -0.332 Eh
**ΔE to the lowest compared entry with this formula, charge and spin**: 0.0 kcal per mole
**Orbital gap**: 8.85 eV
**Energy**: -4464.42564 Ha

```
99
Properties=species:S:1:pos:R:3:forces:R:3:lowdin_charge:R:1
C -4.668 0.728 -0.129 -0.264 0.012 -0.736 -0.015
C -5.725 1.269 -1.064 -0.098 0.746 0.005 -0.317
C -5.284 1.556 -2.506 0.857 -0.339 0.751 -0.090
O -6.378 1.111 -3.289 -0.206 0.118 -0.191 0.074
C -7.245 0.408 -2.528 0.369 0.077 0.310 -0.560
O -8.245 -0.089 -2.928 -0.118 -0.146 -0.066 0.161
O -6.805 0.342 -1.244 -0.140 -0.001 -0.216 0.081
H -5.028 0.750 0.894 0.104 -0.181 0.099 0.092
H -3.794 1.373 -0.213 0.061 -0.076 0.128 0.061
H -4.410 -0.275 -0.472 0.136 -0.048 0.246 0.092
H -6.135 2.195 -0.646 -0.139 -0.172 0.099 0.148
H -4.366 1.009 -2.748 -0.235 -0.163 -0.254 0.107
H -5.081 2.615 -2.648 -0.280 0.067 -0.221 0.134
C 0.426 -3.654 5.784 -0.917 0.030 1.305 -0.029
C 1.043 -4.767 5.009 -0.133 0.468 -2.486 -0.360
C 2.206 -4.311 4.106 0.868 0.619 1.438 -0.089
O 3.150 -5.382 4.201 -0.320 -0.089 -0.448 0.068
C 2.789 -6.212 5.202 -0.291 0.083 0.079 -0.552
O 3.423 -7.138 5.573 0.118 -0.182 0.082 0.181
O 1.587 -5.841 5.733 0.345 -0.082 0.399 0.100
H 0.980 -3.345 6.672 0.356 -0.018 -0.235 0.097
H -0.547 -3.978 6.168 0.051 -0.018 -0.002 0.087
H 0.206 -2.776 5.176 0.268 -0.077 -0.252 0.088
H 0.283 -5.143 4.309 -0.073 -0.304 0.364 0.131
H 2.712 -3.448 4.562 -0.198 0.050 -0.147 0.124
H 1.962 -4.041 3.083 -0.118 -0.450 -0.128 0.124
C -0.694 6.076 0.664 -0.089 -0.344 0.211 -0.024
C -1.408 4.801 0.264 0.062 0.559 0.740 -0.304
C -1.119 3.614 1.193 0.371 -0.052 -1.506 -0.090
O -2.379 2.953 1.203 0.007 0.015 0.798 0.037
C -3.359 3.875 0.994 0.507 -0.015 -0.265 -0.561
O -4.502 3.682 1.218 -0.506 0.029 -0.001 0.177
O -2.831 5.000 0.469 0.163 -0.305 -0.062 0.088
H -0.819 6.856 -0.082 0.082 0.070 0.007 0.085
H 0.363 5.870 0.844 0.055 0.097 -0.220 0.085
H -1.119 6.403 1.613 0.010 0.143 -0.031 0.095
H -1.232 4.550 -0.782 -0.155 -0.127 -0.032 0.147
H -0.718 3.897 2.167 -0.548 0.029 0.243 0.142
H -0.400 2.944 0.723 0.080 -0.060 0.079 0.107
C 4.649 -1.603 2.857 0.583 -0.149 0.061 -0.271
S 5.474 -0.009 2.657 -0.464 0.296 -0.140 0.813
O 6.884 -0.307 2.346 0.592 -0.150 0.112 -0.540
C 4.756 0.365 1.060 -0.957 -0.255 -1.257 -0.285
H 5.162 -2.314 2.205 -0.149 0.168 -0.279 0.067
H 3.595 -1.506 2.615 -0.111 -0.107 0.237 0.031
H 4.861 -1.947 3.869 -0.385 0.134 0.099 0.047
H 3.725 0.731 0.991 0.059 0.150 0.760 0.035
H 4.706 -0.553 0.465 0.469 -0.057 0.058 0.041
H 5.355 1.088 0.512 0.344 -0.004 0.331 0.058
C 3.680 0.028 -2.664 0.777 0.368 0.233 -0.271
S 4.125 -0.093 -4.404 -0.165 -0.480 0.329 0.807
O 2.901 0.323 -5.129 -0.120 0.153 -0.362 -0.548
C 5.274 1.289 -4.386 0.086 -0.036 -0.058 -0.263
H 4.477 -0.416 -2.061 -0.061 -0.082 -0.035 0.047
H 2.729 -0.446 -2.451 -0.052 -0.077 -0.235 0.024
H 3.628 1.088 -2.419 -0.288 -0.025 0.093 0.043
H 5.775 1.330 -5.351 -0.138 0.075 -0.074 0.049
H 6.032 1.121 -3.622 -0.070 -0.007 0.088 0.056
H 4.700 2.195 -4.194 0.049 0.059 -0.029 0.051
C 1.237 -1.561 0.522 -0.458 0.500 -0.378 -0.233
S 0.726 0.176 0.481 0.244 -0.228 0.539 0.820
O 1.592 0.789 -0.572 -0.361 0.177 -0.279 -0.563
C -0.946 -0.080 -0.090 -0.017 -0.372 -0.661 -0.238
H 0.902 -2.083 -0.376 -0.066 0.063 -0.024 0.052
H 0.780 -1.987 1.410 0.280 -0.271 0.180 0.035
H 2.321 -1.500 0.496 0.047 -0.266 0.403 0.029
H -1.449 0.877 -0.207 0.006 0.003 0.163 0.039
H -1.462 -0.728 0.625 0.040 0.252 0.215 0.040
H -0.940 -0.586 -1.060 0.060 0.196 0.004 0.028
C -2.184 -4.204 0.827 -0.131 0.743 -0.505 -0.257
S -1.898 -3.622 2.508 -0.622 -0.279 -0.478 0.799
O -2.013 -2.141 2.415 0.322 0.164 0.093 -0.552
C -3.492 -4.210 3.068 -0.810 -0.220 0.281 -0.265
H -3.099 -3.721 0.470 -0.120 -0.107 0.266 0.064
H -2.285 -5.282 0.744 0.309 -0.062 0.025 0.061
H -1.409 -3.764 0.197 0.294 -0.467 0.105 0.031
H -3.619 -4.035 4.135 0.171 -0.036 0.011 0.054
H -3.653 -5.265 2.837 0.407 -0.061 0.195 0.061
H -4.294 -3.687 2.542 0.289 0.319 -0.053 0.067
C -0.022 -1.058 -4.030 0.644 0.276 -0.208 -0.273
S -1.747 -1.466 -4.178 -0.055 0.171 0.420 0.840
O -2.475 -0.429 -3.398 -0.217 0.181 0.073 -0.556
C -1.687 -2.899 -3.105 0.126 -0.469 -0.049 -0.272
H 0.156 -0.114 -4.545 -0.057 -0.065 -0.146 0.059
H 0.599 -1.827 -4.493 -0.059 0.015 -0.041 0.064
H 0.283 -0.902 -2.994 -0.236 -0.142 0.103 0.034
H -2.699 -3.264 -2.945 -0.062 0.007 -0.163 0.053
H -1.256 -2.642 -2.137 0.075 0.164 -0.059 0.024
H -1.081 -3.661 -3.601 -0.092 -0.058 0.113 0.058
C 1.997 4.138 -1.629 -1.022 0.019 0.685 -0.262
S 2.068 4.683 -3.340 0.544 0.141 0.499 0.788
O 1.074 3.907 -4.094 -0.519 -0.247 -0.282 -0.530
C 1.341 6.306 -3.058 -0.155 0.332 -0.279 -0.269
H 2.799 4.590 -1.048 0.228 -0.262 -0.079 0.059
H 1.912 3.053 -1.551 0.735 -0.089 -0.293 0.027
H 1.052 4.448 -1.164 0.020 0.343 -0.261 0.022
H 0.274 6.186 -2.866 0.014 -0.175 -0.031 0.052
H 1.476 6.849 -3.994 -0.089 0.063 0.064 0.046
H 1.789 6.877 -2.246 0.254 -0.192 0.012 0.054
```
Positions in Å, forces in eV/Å.

=====

Computed, not measured: 2 unconnected molecules or ions with the total composition C3H10N2O2 at a distorted geometry, with wB97M-V/def2-TZVPD.

## Properties
**Spin multiplicity**: 1
**Net charge**: 0
**HOMO level**: -0.352 Eh
**ΔE to the lowest compared entry with this formula, charge and spin**: 35.4 kcal per mole
**Orbital gap**: 10.28 eV
**Energy**: -380.28020 Ha

```
17
Properties=species:S:1:pos:R:3:forces:R:3:lowdin_charge:R:1
C -2.322 -0.828 0.009 0.826 1.726 -3.328 -0.254
N -0.813 -0.937 -0.304 -0.032 0.690 0.182 0.029
C 0.155 0.115 -0.433 -2.919 -1.332 0.156 -0.600
N -0.334 1.402 -0.831 3.515 0.207 0.747 0.106
O 1.297 -0.140 -0.139 0.671 0.732 -0.204 0.032
C -2.729 -1.800 1.034 -0.532 -3.703 -0.259 -0.143
H -2.943 -1.018 -1.012 1.469 0.392 2.293 0.140
H -2.581 0.249 0.283 0.723 -1.381 -0.218 0.118
H -0.320 -1.824 -0.039 -0.976 1.357 -0.236 0.139
H 0.598 1.998 -0.829 -2.912 -1.250 -0.409 0.142
H -0.884 1.469 -1.685 0.297 -0.197 0.318 0.086
H -3.458 -1.468 1.696 -1.586 1.136 0.947 0.040
H -1.995 -2.201 1.739 0.596 0.349 -0.495 0.079
H -3.220 -2.743 0.577 0.921 1.367 0.504 0.106
H 3.428 1.816 -0.119 2.482 0.552 1.670 0.074
H 4.247 1.086 0.926 0.247 0.231 0.092 0.024
O 4.269 1.948 0.483 -2.791 -0.877 -1.760 -0.118
```
Positions in Å, forces in eV/Å.

=====

Computed, not measured: a molecular structure, C2H2FGdLiO2 at a distorted geometry, with wB97M-V/def2-TZVPD.

## Properties
**Spin multiplicity**: 8
**Expectation value of S²**: 16.424
**Net charge**: +3
**HOMO level (spin up / spin down)**: -0.898 / -0.830 Eh
**ΔE to the lowest compared entry with this formula, charge and spin**: 0.0 kcal per mole
**Orbital gap (spin up / spin down)**: 9.07 / 4.29 eV
**Energy**: -1099.64916 Ha

```
9
Properties=species:S:1:pos:R:3:forces:R:3:lowdin_charge:R:1
H 1.455 1.440 -0.256 -0.316 -2.122 -0.720 0.262
O -1.281 1.957 0.730 1.537 0.012 -1.325 0.181
C -0.123 2.025 0.356 -2.867 1.415 5.202 -0.325
C 0.388 1.043 -0.657 2.259 2.162 -0.767 -0.200
O -0.193 -0.171 -0.503 0.906 -1.209 -0.728 -0.464
Li -1.909 0.133 0.589 -0.761 0.398 0.527 0.866
Gd 0.363 -2.136 -1.586 0.121 0.371 0.239 2.271
F 0.713 2.697 1.167 -0.671 -0.886 -2.544 0.230
H 0.414 1.444 -1.685 -0.207 -0.142 0.116 0.179
```
Positions in Å, forces in eV/Å.